Entry 1:
This record from the Open Molecules 2025 dataset describes a molecular structure, C42H87FO16Si2. The level of theory is the ωB97M-V functional and the def2-TZVPD basis.

```
148
C42H87FO16Si2 the ωB97M-V functional and the def2-TZVPD basis
C 8.10 -0.54 3.08
C 7.74 -1.98 2.69
C 6.57 -2.07 1.71
C 5.86 -3.43 1.74
C 4.51 -3.42 1.03
C 3.43 -2.62 1.77
C 2.09 -3.35 1.83
C 0.92 -2.46 2.25
C 0.43 -1.53 1.14
C -0.65 -0.54 1.61
C -2.08 -1.12 1.53
Si -3.26 -0.18 2.64
C -3.16 -0.91 4.37
C -1.79 -1.39 4.86
C -1.81 -1.90 6.30
C -1.95 -0.79 7.33
O -0.79 0.04 7.38
C -5.05 -0.27 2.09
C -5.33 -0.55 0.59
C -6.19 -1.80 0.37
C -7.69 -1.56 0.62
C -8.30 -2.53 1.63
C -9.78 -2.29 1.87
O -10.05 -0.97 2.37
C -9.56 -0.71 3.63
C -8.65 0.48 3.69
O -9.84 -1.39 4.57
O -2.80 1.42 2.58
Si -2.29 2.40 3.79
C -1.30 3.82 3.04
F -1.32 4.85 4.02
C -1.83 4.34 1.71
C -1.01 3.86 0.51
H 8.82 -0.10 2.39
H 7.21 0.10 3.06
H 8.51 -0.48 4.08
H 7.51 -2.56 3.58
H 8.62 -2.44 2.23
H 6.95 -1.92 0.69
H 5.85 -1.28 1.93
H 6.51 -4.17 1.25
H 5.75 -3.77 2.78
H 4.17 -4.46 0.93
H 4.64 -3.04 0.02
H 3.28 -1.67 1.26
H 3.77 -2.40 2.79
H 2.18 -4.18 2.53
H 1.89 -3.79 0.85
H 0.09 -3.10 2.56
H 1.20 -1.87 3.13
H 1.28 -0.95 0.77
H 0.06 -2.13 0.30
H -0.40 -0.21 2.62
H -0.61 0.35 0.98
H -2.40 -1.06 0.49
H -2.08 -2.18 1.81
H -3.64 -0.26 5.11
H -3.81 -1.79 4.31
H -1.03 -0.61 4.76
H -1.48 -2.20 4.20
H -2.65 -2.60 6.42
H -0.88 -2.43 6.51
H -2.07 -1.21 8.32
H -2.83 -0.18 7.13
H -0.87 0.72 6.70
H -5.57 0.64 2.40
H -5.50 -1.08 2.68
H -5.87 0.30 0.17
H -4.42 -0.65 0.01
H -6.04 -2.18 -0.64
H -5.85 -2.60 1.04
H -7.83 -0.53 0.97
H -8.25 -1.68 -0.32
H -8.20 -3.55 1.26
H -7.74 -2.49 2.57
H -10.34 -2.37 0.94
H -10.18 -3.03 2.57
H -8.86 1.06 4.59
H -8.72 1.10 2.80
H -7.63 0.10 3.77
H -1.43 1.70 4.78
H -3.44 2.98 4.52
H -0.25 3.54 2.94
H -2.88 4.05 1.57
H -1.81 5.43 1.78
H -0.44 2.96 0.76
H -0.29 4.62 0.20
H -1.64 3.60 -0.33
C 11.89 3.58 -0.92
C 10.52 3.24 -1.46
O 9.60 2.87 -0.42
C 9.09 3.89 0.27
O 9.29 5.06 0.08
O 8.29 3.38 1.22
C 7.70 4.36 2.08
H 12.27 2.76 -0.31
H 12.58 3.75 -1.74
H 11.85 4.48 -0.31
H 10.58 2.37 -2.11
H 10.11 4.06 -2.04
H 7.19 5.12 1.51
H 8.46 4.81 2.71
H 6.99 3.81 2.69
C -6.70 2.92 -3.82
C -8.08 2.80 -4.43
O -8.82 1.69 -3.89
C -9.34 1.88 -2.68
O -9.26 2.89 -2.02
O -9.97 0.76 -2.31
C -10.52 0.80 -1.00
H -6.14 1.99 -3.94
H -6.15 3.71 -4.33
H -6.76 3.16 -2.76
H -8.02 2.59 -5.50
H -8.66 3.71 -4.29
H -11.18 1.65 -0.86
H -9.73 0.82 -0.25
H -11.09 -0.12 -0.88
C 14.67 0.41 -6.40
C 14.87 -0.14 -5.01
O 13.83 0.28 -4.11
C 12.68 -0.39 -4.22
O 12.45 -1.30 -4.97
O 11.81 0.14 -3.35
C 10.50 -0.44 -3.40
H 14.58 1.49 -6.37
H 15.53 0.15 -7.03
H 13.78 -0.01 -6.86
H 15.79 0.24 -4.56
H 14.92 -1.23 -5.01
H 10.55 -1.52 -3.30
H 10.01 -0.18 -4.34
H 9.96 -0.01 -2.57
C -5.17 -1.77 -9.92
C -4.26 -1.75 -8.72
O -4.74 -0.86 -7.69
C -5.74 -1.34 -6.95
O -6.23 -2.44 -7.04
O -6.10 -0.40 -6.08
C -7.20 -0.76 -5.23
H -5.32 -0.76 -10.31
H -4.72 -2.38 -10.71
H -6.14 -2.20 -9.67
H -3.28 -1.36 -8.98
H -4.13 -2.75 -8.30
H -7.01 -1.70 -4.73
H -8.12 -0.82 -5.81
H -7.28 0.04 -4.50
```

* multiplicity: 1
* HOMO energy: -0.3706 Eh
* frontier orbital gap: 0.3851 Ha
* ΔE to the lowest compared entry with this formula, charge and spin: 0.0000 eV
* total energy: -3535.3661 hartree



Entry 2:
This record from the Open Molecules 2025 dataset describes a molecular structure, C42H89B2F8N11O12. The level of theory is the ωB97M-V functional and the def2-TZVPD basis.

```
164
C42H89B2F8N11O12 the ωB97M-V functional and the def2-TZVPD basis
C 4.17 -1.01 -0.41
N 2.75 -0.63 -0.43
C 2.23 0.27 0.45
C 0.92 0.72 0.36
C 0.09 0.09 -0.57
C 0.66 -0.70 -1.56
C 1.96 -1.07 -1.42
C -1.36 0.49 -0.57
C -2.37 -0.39 -0.91
C -3.71 -0.03 -0.96
N -3.95 1.24 -0.67
C -3.02 2.20 -0.33
C -1.66 1.82 -0.29
C -5.40 1.68 -0.62
H 4.74 -0.20 0.03
H 4.50 -1.03 -1.45
H 4.25 -1.95 0.13
H 3.05 0.55 1.10
H 0.63 1.51 1.04
H -0.03 -1.18 -2.25
H 2.34 -1.76 -2.16
H -2.10 -1.41 -1.15
H -4.56 -0.65 -1.19
H -3.29 3.23 -0.11
H -0.89 2.52 0.01
H -5.43 1.94 0.44
H -6.04 0.82 -0.82
H -5.60 2.58 -1.20
B -4.11 1.71 -3.84
F -2.75 1.62 -3.92
F -4.63 1.10 -2.72
F -4.37 3.05 -3.80
F -4.68 1.16 -4.97
B -3.85 0.13 2.09
F -3.46 -0.88 2.99
F -4.41 -0.53 0.97
F -4.73 0.94 2.77
F -2.85 0.89 1.77
O 3.11 2.27 0.26
C 3.44 2.43 -0.95
N 2.60 2.34 -1.92
C 4.95 2.33 -1.47
H 1.62 2.28 -1.68
H 2.77 2.64 -2.87
H 5.08 1.76 -2.39
H 5.62 2.04 -0.66
H 5.28 3.37 -1.49
O -1.05 3.71 0.63
C -1.76 3.85 1.58
N -2.49 4.97 1.82
C -2.04 2.74 2.53
H -2.37 5.86 1.38
H -2.85 5.04 2.76
H -1.24 2.00 2.57
H -2.97 2.21 2.32
H -2.02 3.12 3.55
O -0.70 -1.63 -3.48
C -1.62 -0.86 -3.79
N -1.35 0.35 -4.41
C -3.04 -1.22 -3.47
H -2.18 0.92 -4.47
H -0.46 0.74 -4.69
H -3.21 -2.19 -3.94
H -3.57 -0.35 -3.85
H -3.35 -1.31 -2.42
O 1.00 3.71 -2.54
C 0.50 4.43 -1.69
N -0.73 4.30 -1.35
C 1.37 5.28 -0.83
H -1.06 4.94 -0.64
H -1.14 3.38 -1.40
H 2.05 4.63 -0.28
H 0.63 5.82 -0.25
H 2.07 5.90 -1.39
O 0.47 -1.69 1.17
C -0.48 -1.72 1.96
N -1.75 -1.47 1.47
C -0.22 -1.97 3.46
H -1.83 -1.01 0.58
H -2.49 -1.60 2.16
H -1.07 -2.31 4.04
H 0.19 -1.09 3.96
H 0.51 -2.78 3.51
O 3.16 -1.30 -3.10
C 3.52 -1.44 -4.23
N 4.47 -0.57 -4.57
C 3.02 -2.45 -5.27
H 4.76 -0.15 -3.70
H 4.97 -0.74 -5.44
H 2.76 -2.19 -6.29
H 2.13 -2.73 -4.70
H 3.66 -3.32 -5.43
C -2.95 4.33 -2.69
O -3.40 3.87 -1.35
C -4.59 4.45 -0.92
C -4.75 4.15 0.64
N -6.16 4.32 1.02
C -6.79 5.60 1.13
C -6.68 6.08 2.57
O -5.44 6.33 3.10
C -5.44 6.86 4.46
H -2.23 5.14 -2.62
H -3.76 4.61 -3.36
H -2.55 3.48 -3.24
H -5.41 3.88 -1.35
H -4.64 5.51 -1.14
H -4.09 4.94 0.98
H -4.50 3.12 0.89
H -6.23 3.84 1.90
H -7.83 5.45 0.87
H -6.39 6.31 0.41
H -7.23 5.42 3.23
H -7.23 7.01 2.75
H -4.52 6.90 5.05
H -6.22 6.48 5.12
H -5.71 7.91 4.34
C 2.95 -3.34 -1.19
O 2.04 -3.26 -0.10
C 1.13 -4.35 0.09
C 1.73 -5.70 0.49
N 2.40 -6.44 -0.59
C 3.26 -7.41 0.09
C 4.20 -8.24 -0.71
O 5.30 -7.43 -1.02
C 6.40 -7.76 -0.30
H 3.52 -2.42 -1.31
H 2.57 -3.58 -2.19
H 3.56 -4.18 -0.88
H 0.47 -4.35 -0.78
H 0.52 -4.15 0.97
H 0.86 -6.29 0.79
H 2.32 -5.41 1.36
H 2.96 -5.95 -1.27
H 2.66 -8.24 0.46
H 3.80 -6.92 0.90
H 3.74 -8.36 -1.70
H 4.49 -9.19 -0.25
H 7.21 -7.08 -0.56
H 6.76 -8.77 -0.53
H 6.20 -7.81 0.77
C 4.71 1.04 2.76
O 3.58 0.71 2.04
C 2.76 -0.14 2.82
C 3.22 -1.60 3.01
N 3.42 -2.39 1.77
C 3.91 -3.69 2.07
C 3.17 -4.73 3.04
O 1.84 -5.15 2.62
C 0.96 -5.65 3.63
H 5.44 1.43 2.05
H 5.23 0.14 3.10
H 4.54 1.75 3.57
H 1.92 -0.28 2.14
H 2.29 0.46 3.61
H 2.41 -2.05 3.59
H 4.16 -1.58 3.57
H 2.52 -2.52 1.35
H 4.92 -3.59 2.48
H 3.92 -4.15 1.08
H 3.10 -4.41 4.07
H 3.63 -5.72 3.07
H 1.31 -6.65 3.89
H -0.07 -5.62 3.26
H 1.05 -5.11 4.57
```

* multiplicity: 1
* HOMO energy: -0.2718 Eh
* frontier orbital gap: 0.2830 Ha
* total energy: -4006.8761 hartree



Entry 3:
This record from the Open Molecules 2025 dataset describes 11 unconnected molecules or ions with the total composition C42H96Br2N15O16P2. The level of theory is the ωB97M-V functional and the def2-TZVPD basis.

```
173
C42H96Br2N15O16P2 the ωB97M-V functional and the def2-TZVPD basis
C 2.39 -2.04 2.09
C 1.47 -3.02 2.22
N 0.09 -2.83 2.06
C -0.33 -1.53 1.85
N -1.01 -0.88 2.87
C -2.34 -1.52 3.06
C -3.51 -0.55 3.25
C -4.78 -1.22 2.67
C -4.94 -0.84 1.22
O -4.11 -1.25 0.40
O -5.97 -0.11 0.77
C -6.64 0.73 1.74
C -7.66 1.57 1.01
C -0.20 -0.61 4.04
Br 0.20 -2.15 5.20
C -0.75 0.51 4.95
C -1.73 0.06 6.05
Br -1.46 2.00 3.95
N -0.15 -0.97 0.66
P 0.50 -1.77 -0.75
N 0.69 -3.29 -0.70
O -0.54 -1.41 -1.89
O 1.81 -0.93 -1.06
P -0.57 0.76 0.47
N 0.41 1.58 1.32
O -0.40 1.18 -1.04
O -2.10 0.94 0.74
H 3.17 -2.18 1.36
H 2.42 -1.14 2.69
H 1.76 -4.04 2.45
H -0.47 -3.30 2.78
H -2.37 -2.26 3.86
H -2.57 -2.05 2.14
H -3.74 -0.34 4.29
H -3.35 0.40 2.76
H -4.64 -2.29 2.69
H -5.63 -1.00 3.31
H -5.91 1.36 2.24
H -7.14 0.11 2.48
H -8.33 2.04 1.72
H -7.20 2.35 0.41
H -8.28 0.96 0.37
H 0.77 -0.27 3.70
H 0.12 0.88 5.48
H -2.30 -0.81 5.79
H -1.16 -0.15 6.95
H -2.39 0.89 6.30
H 1.66 -3.54 -0.85
H -1.42 -1.48 -1.48
H 2.33 -1.43 -1.71
H 1.07 1.01 1.84
H 0.51 1.48 -1.15
H -2.44 1.74 0.32
C -1.81 -5.12 -5.78
O -2.34 -5.55 -6.79
N -1.28 -3.89 -5.65
C -0.65 -3.47 -4.41
C -1.34 -2.98 -6.77
H -1.70 -5.73 -4.86
H -1.16 -2.59 -4.01
H 0.40 -3.21 -4.60
H -0.69 -4.27 -3.68
H -2.37 -2.80 -7.06
H -0.82 -3.41 -7.63
H -0.86 -2.04 -6.50
C -5.61 3.04 5.30
O -4.80 2.14 5.18
N -5.40 4.29 4.85
C -6.38 5.35 4.98
C -4.12 4.56 4.22
H -6.59 2.90 5.78
H -6.65 5.72 4.00
H -5.96 6.16 5.58
H -7.27 4.97 5.48
H -3.99 3.91 3.35
H -3.32 4.36 4.93
H -4.07 5.60 3.90
C 2.37 -0.70 -5.05
O 2.00 -1.83 -4.78
N 3.65 -0.29 -4.99
C 4.04 1.07 -5.33
C 4.67 -1.24 -4.58
H 1.67 0.09 -5.37
H 4.74 1.05 -6.16
H 4.51 1.54 -4.47
H 3.16 1.65 -5.62
H 4.68 -2.10 -5.26
H 4.45 -1.61 -3.58
H 5.64 -0.76 -4.59
C -4.66 4.70 0.15
O -4.07 5.46 0.89
N -4.07 3.96 -0.81
C -4.82 3.07 -1.67
C -2.63 4.06 -0.98
H -5.75 4.55 0.21
H -4.47 2.04 -1.55
H -4.70 3.36 -2.71
H -5.88 3.10 -1.41
H -2.12 3.78 -0.06
H -2.35 5.09 -1.22
H -2.31 3.41 -1.79
C -0.61 6.65 6.33
O -1.20 5.71 6.83
N -0.20 6.71 5.06
C 0.50 7.86 4.51
C -0.48 5.58 4.19
H -0.35 7.55 6.91
H -0.07 8.27 3.68
H 1.48 7.54 4.14
H 0.64 8.62 5.26
H -1.55 5.41 4.14
H -0.01 4.68 4.60
H -0.09 5.77 3.20
C 2.34 -6.25 -4.34
O 3.34 -5.86 -3.76
N 2.06 -7.52 -4.64
C 0.84 -7.91 -5.34
C 3.01 -8.56 -4.25
H 1.55 -5.55 -4.68
H 0.26 -8.59 -4.71
H 1.11 -8.41 -6.27
H 0.24 -7.03 -5.56
H 3.15 -8.55 -3.17
H 3.98 -8.37 -4.72
H 2.64 -9.53 -4.57
C 3.47 -0.31 5.67
O 2.60 -0.38 4.81
N 4.47 0.57 5.67
C 5.47 0.59 6.73
C 4.57 1.52 4.58
H 3.48 -0.99 6.54
H 5.46 1.57 7.22
H 6.46 0.42 6.30
H 5.26 -0.18 7.47
H 3.67 2.13 4.54
H 4.67 0.99 3.63
H 5.44 2.16 4.73
C -1.25 10.22 1.67
O -0.16 9.88 2.07
N -1.96 9.57 0.73
C -3.26 10.02 0.28
C -1.39 8.36 0.14
H -1.76 11.12 2.05
H -4.01 9.25 0.48
H -3.24 10.23 -0.79
H -3.54 10.93 0.81
H -1.21 7.62 0.92
H -0.44 8.60 -0.34
H -2.08 7.96 -0.59
C 3.00 -8.09 -8.26
O 2.37 -9.01 -7.75
N 3.43 -8.08 -9.53
C 4.17 -6.96 -10.08
C 3.14 -9.23 -10.38
H 3.27 -7.18 -7.70
H 3.63 -6.54 -10.93
H 5.15 -7.30 -10.42
H 4.31 -6.19 -9.33
H 2.06 -9.37 -10.45
H 3.57 -10.13 -9.94
H 3.55 -9.06 -11.37
C 6.33 -2.09 2.08
O 6.95 -1.38 2.85
N 6.86 -2.74 1.03
C 6.06 -3.58 0.16
C 8.28 -2.60 0.77
H 5.25 -2.27 2.20
H 6.43 -4.60 0.17
H 6.10 -3.20 -0.86
H 5.02 -3.58 0.49
H 8.86 -2.94 1.63
H 8.52 -1.55 0.60
H 8.55 -3.18 -0.11
```

* multiplicity: 1
* HOMO energy: -0.3732 Eh
* frontier orbital gap: 0.2373 Ha
* net charge: +1
* ΔE to the lowest compared entry with this formula, charge and spin: 0.0000 eV
* total energy: -9513.6774 hartree